Entry 1:
ORCA calculation (wB97M-V/def2-TZVPD) on C35H43N9STi as an isolated structure.

Geometry (Å):
Ti 0.04 0.19 0.58
C 0.82 0.64 -4.92
C 0.15 1.10 -3.65
C 0.82 1.98 -2.81
C 0.23 2.46 -1.64
C 0.84 3.64 -0.95
C -1.05 2.00 -1.30
C -1.76 1.18 -2.18
C -3.24 0.98 -1.99
C -1.14 0.71 -3.33
H 1.03 1.49 -5.57
H 0.19 -0.06 -5.47
H 1.77 0.16 -4.70
H 1.79 2.34 -3.10
H 0.36 4.55 -1.32
H 1.91 3.72 -1.16
H 0.69 3.64 0.12
H -1.59 2.49 -0.50
H -3.77 1.81 -2.46
H -3.52 0.97 -0.94
H -3.58 0.06 -2.47
H -1.70 0.09 -4.02
C -1.63 -5.93 -1.37
C -0.95 -4.60 -1.22
C -0.75 -3.76 -2.31
C -0.14 -2.52 -2.15
C 0.32 -2.09 -0.91
N 1.04 -0.90 -0.72
C 2.28 -0.79 -1.29
C 2.80 -1.74 -2.19
C 4.01 -1.58 -2.83
C 4.78 -0.44 -2.63
C 6.07 -0.20 -3.38
C 4.34 0.46 -1.67
C 3.16 0.27 -0.96
N 2.92 1.13 0.15
C 3.86 1.94 0.71
C 3.32 2.50 1.84
C 2.03 1.97 1.92
N 1.78 1.15 0.88
C 0.09 -2.93 0.20
C -0.53 -4.16 0.03
N 0.51 -2.52 1.48
C 0.93 -3.32 2.50
C 1.28 -2.51 3.54
C 1.06 -1.21 3.09
N 0.58 -1.22 1.84
H -1.61 -6.27 -2.40
H -1.14 -6.69 -0.74
H -2.67 -5.88 -1.05
H -1.09 -4.07 -3.29
H 0.05 -1.90 -3.01
H 2.23 -2.64 -2.38
H 4.36 -2.34 -3.53
H 6.30 -1.05 -4.03
H 5.99 0.69 -4.01
H 6.91 -0.05 -2.70
H 4.94 1.34 -1.49
H 4.85 2.05 0.31
H 3.79 3.19 2.50
H 1.28 2.17 2.66
H -0.68 -4.80 0.90
H 0.99 -4.39 2.39
H 1.67 -2.81 4.50
H 1.21 -0.27 3.60
C -2.94 -3.49 2.56
N -2.72 -2.09 2.28
C -2.53 -1.25 3.45
C -2.77 -1.62 0.99
N -1.94 -0.76 0.46
N -3.80 -2.18 0.27
C -5.08 -2.42 0.89
C -3.82 -2.20 -1.18
H -2.14 -3.85 3.21
H -2.92 -4.06 1.64
H -3.89 -3.66 3.07
H -3.24 -1.57 4.21
H -2.73 -0.22 3.20
H -1.52 -1.34 3.86
H -2.25 -0.56 -0.49
H -5.08 -2.08 1.92
H -5.35 -3.49 0.87
H -5.86 -1.87 0.36
H -4.41 -1.37 -1.59
H -4.28 -3.14 -1.50
H -2.81 -2.16 -1.57
S -1.18 1.69 2.28
C -1.24 3.28 1.80
N -1.31 4.39 1.50

Summary:
HOMO level (spin up / spin down) in eV: -5.2 / -7.0
LUMO level (spin up / spin down) in eV: 0.42 / 0.41
Energy relative to the best compared isomer or geometry (same formula, charge and spin) in kcal/mol: 25.5
Multiplicity: 3
Largest force on an atom in eV Å⁻¹: 3.5
⟨S²⟩: 2.01

Löwdin population analysis, charges in e, atoms 1 to 8:
1. Ti 0.569
2. C -0.039
3. C -0.263
4. C -0.016
5. C -0.256
6. C -0.039
7. C -0.066
8. C -0.272

***

Entry 2:
ORCA calculation (wB97M-V/def2-TZVPD) on C35H43N9STi as an isolated structure.

Geometry (Å):
Ti -0.39 0.09 0.02
C 1.96 -2.07 4.09
C 2.31 -1.69 2.68
C 2.36 -2.66 1.67
C 2.64 -2.32 0.35
C 2.71 -3.36 -0.73
C 2.86 -0.98 0.04
C 2.86 0.01 1.03
C 3.20 1.43 0.72
C 2.57 -0.37 2.35
H 2.81 -2.52 4.60
H 1.14 -2.80 4.10
H 1.64 -1.20 4.65
H 2.18 -3.70 1.93
H 2.48 -4.36 -0.34
H 3.71 -3.40 -1.16
H 2.01 -3.14 -1.54
H 3.07 -0.70 -0.99
H 4.29 1.57 0.78
H 2.74 2.11 1.43
H 2.89 1.71 -0.29
H 2.52 0.40 3.11
C 3.81 2.72 -5.28
C 2.78 2.51 -4.20
C 2.19 3.57 -3.52
C 1.31 3.35 -2.49
C 0.93 2.06 -2.04
N 0.20 1.87 -0.90
C -0.27 2.97 -0.16
C 0.58 3.93 0.39
C 0.12 4.94 1.21
C -1.22 5.02 1.56
C -1.71 6.04 2.55
C -2.08 4.07 1.04
C -1.63 3.08 0.18
N -2.60 2.18 -0.33
C -3.82 2.51 -0.81
C -4.40 1.36 -1.29
C -3.45 0.36 -1.07
N -2.37 0.87 -0.49
C 1.40 1.00 -2.87
C 2.35 1.24 -3.87
N 0.90 -0.35 -2.82
C 1.08 -1.30 -3.77
C 0.28 -2.38 -3.48
C -0.39 -2.01 -2.32
N -0.01 -0.79 -1.92
H 4.00 3.78 -5.43
H 3.50 2.30 -6.23
H 4.77 2.26 -5.01
H 2.45 4.59 -3.79
H 0.89 4.21 -1.99
H 1.64 3.86 0.18
H 0.83 5.64 1.63
H -1.04 6.91 2.59
H -1.74 5.61 3.56
H -2.71 6.40 2.31
H -3.13 4.07 1.34
H -4.16 3.53 -0.79
H -5.37 1.26 -1.74
H -3.48 -0.69 -1.31
H 2.77 0.42 -4.43
H 1.73 -1.15 -4.62
H 0.20 -3.30 -4.04
H -1.11 -2.55 -1.73
C -2.22 -5.03 2.28
N -1.46 -4.19 1.37
C -0.36 -4.83 0.69
C -1.80 -2.87 1.14
N -0.90 -1.98 0.89
N -3.12 -2.54 1.18
C -4.17 -3.45 0.79
C -3.56 -1.31 1.83
H -1.53 -5.50 2.98
H -2.76 -5.82 1.76
H -2.92 -4.43 2.85
H -0.73 -5.65 0.06
H 0.36 -5.25 1.40
H 0.17 -4.12 0.06
H 0.02 -2.32 1.19
H -3.77 -4.29 0.25
H -4.87 -2.92 0.14
H -4.75 -3.83 1.65
H -2.72 -0.64 1.99
H -4.02 -1.55 2.80
H -4.31 -0.80 1.22
S -0.67 0.71 2.59
C 0.39 1.90 3.08
N 1.14 2.70 3.46

Summary:
HOMO level (spin up / spin down) in eV: -5.8 / -6.8
LUMO level (spin up / spin down) in eV: 0.24 / 0.24
Energy relative to the best compared isomer or geometry (same formula, charge and spin) in kcal/mol: 8.4
Multiplicity: 3
Largest force on an atom in eV Å⁻¹: 0.7
⟨S²⟩: 2.01

Löwdin population analysis, charges in e, atoms 1 to 8:
1. Ti 0.656
2. C -0.040
3. C -0.271
4. C -0.047
5. C -0.277
6. C -0.042
7. C -0.022
8. C -0.259